# 1
Formula: C64H144F6N8P
Source: OMol25
Level of theory: ωB97M-V/def2-TZVPD

Summary:
Energy relative to the best compared isomer or geometry (same formula, charge and spin) = 0.0 kcal per mole
Charge = +7
F_max = 0.0734 Eh/bohr

Cartesian coordinates (Å):
C: -6.628 -8.696 -1.128
C: -7.533 -7.646 -0.367
C: -6.775 -6.365 0.095
N: -7.720 -5.162 0.400
C: -8.695 -5.493 1.515
C: -6.724 -4.118 0.863
C: -6.230 -3.449 -0.450
C: -7.418 -3.571 -1.412
C: -8.467 -4.518 -0.854
H: -7.235 -9.558 -1.406
H: -5.840 -9.057 -0.467
H: -6.158 -8.411 -2.069
H: -7.980 -8.078 0.528
H: -8.141 -7.349 -1.221
H: -6.174 -6.054 -0.760
H: -6.171 -6.618 0.966
H: -8.131 -6.045 2.267
H: -9.422 -6.064 0.938
H: -9.347 -4.682 1.839
H: -7.179 -3.363 1.505
H: -6.069 -4.657 1.548
H: -5.971 -2.392 -0.389
H: -5.404 -3.971 -0.931
H: -7.941 -2.619 -1.497
H: -7.243 -3.790 -2.465
H: -9.235 -3.867 -0.435
H: -8.948 -5.180 -1.574
C: -1.033 9.480 1.414
C: -1.861 8.262 1.199
C: -2.836 8.073 2.439
N: -3.454 6.686 2.577
C: -3.743 6.050 1.241
C: -4.782 6.745 3.345
C: -4.786 5.497 4.237
C: -3.322 5.187 4.574
C: -2.500 5.690 3.341
H: -1.735 10.310 1.337
H: -0.158 9.734 0.815
H: -0.749 9.492 2.466
H: -1.212 7.408 1.005
H: -2.392 8.364 0.252
H: -3.687 8.711 2.201
H: -2.487 8.369 3.428
H: -4.375 6.640 0.577
H: -4.287 5.123 1.426
H: -2.879 5.745 0.650
H: -5.739 7.009 2.896
H: -4.571 7.538 4.063
H: -5.061 4.744 3.498
H: -5.511 5.468 5.051
H: -3.269 4.105 4.690
H: -2.960 5.539 5.541
H: -2.061 4.924 2.703
H: -1.665 6.170 3.851
C: 5.154 0.525 -2.844
C: 6.553 0.841 -3.353
C: 6.622 1.091 -4.893
N: 8.003 0.968 -5.500
C: 7.991 1.402 -6.964
C: 8.507 -0.550 -5.373
C: 9.887 -0.536 -4.662
C: 10.369 0.892 -4.856
C: 9.117 1.718 -4.675
H: 4.649 -0.006 -3.650
H: 4.650 1.446 -2.550
H: 5.148 -0.068 -1.929
H: 7.239 0.045 -3.062
H: 6.950 1.724 -2.853
H: 6.193 2.086 -5.006
H: 5.971 0.427 -5.461
H: 7.408 0.652 -7.498
H: 9.039 1.572 -7.212
H: 7.391 2.302 -6.830
H: 8.541 -0.937 -6.392
H: 7.773 -1.095 -4.780
H: 10.546 -1.326 -5.022
H: 9.729 -0.551 -3.584
H: 10.823 0.905 -5.847
H: 11.156 1.187 -4.161
H: 9.270 2.762 -4.950
H: 8.897 1.728 -3.607
C: 3.110 1.635 7.218
C: 3.816 0.270 7.019
C: 4.684 0.341 5.762
N: 5.509 -0.974 5.539
C: 6.335 -1.377 6.788
C: 4.566 -2.111 5.297
C: 5.466 -3.000 4.422
C: 6.170 -2.014 3.515
C: 6.459 -0.811 4.312
H: 3.614 2.451 7.737
H: 2.303 1.440 7.923
H: 2.592 1.938 6.308
H: 3.044 -0.477 6.834
H: 4.396 0.106 7.927
H: 5.375 1.173 5.903
H: 4.099 0.510 4.858
H: 7.051 -2.176 6.592
H: 5.611 -1.680 7.545
H: 7.016 -0.566 7.046
H: 4.171 -2.562 6.207
H: 3.574 -1.813 4.958
H: 6.076 -3.621 5.078
H: 4.832 -3.735 3.927
H: 7.113 -2.404 3.132
H: 5.620 -1.765 2.608
H: 7.457 -0.682 4.732
H: 6.014 0.033 3.785
C: -4.995 -0.883 -11.415
C: -4.579 -1.285 -9.981
C: -3.734 -0.075 -9.459
N: -3.686 0.228 -7.947
C: -5.174 0.530 -7.547
C: -2.735 1.449 -7.554
C: -2.042 1.006 -6.202
C: -2.739 -0.220 -5.704
C: -3.216 -0.881 -7.027
H: -5.176 -1.758 -12.039
H: -4.239 -0.292 -11.933
H: -5.952 -0.381 -11.273
H: -4.023 -2.220 -10.044
H: -5.388 -1.540 -9.296
H: -3.934 0.889 -9.927
H: -2.682 -0.240 -9.690
H: -5.320 0.865 -6.520
H: -5.832 -0.334 -7.640
H: -5.452 1.339 -8.223
H: -3.353 2.338 -7.675
H: -2.033 1.674 -8.357
H: -2.156 1.876 -5.555
H: -0.956 0.995 -6.291
H: -3.553 -0.134 -4.984
H: -1.963 -0.838 -5.252
H: -3.991 -1.644 -6.945
H: -2.300 -1.321 -7.420
C: 2.209 6.404 -2.519
C: 3.773 6.667 -2.258
C: 4.027 7.882 -1.301
N: 5.519 8.404 -1.206
C: 5.428 9.759 -0.459
C: 6.572 7.546 -0.374
C: 8.003 8.093 -0.782
C: 7.745 8.875 -2.192
C: 6.243 8.646 -2.500
H: 2.120 5.776 -3.406
H: 1.639 7.304 -2.752
H: 1.745 5.743 -1.787
H: 4.323 6.733 -3.196
H: 4.061 5.738 -1.765
H: 3.795 7.788 -0.240
H: 3.388 8.699 -1.635
H: 6.454 10.118 -0.376
H: 5.019 9.524 0.524
H: 4.794 10.509 -0.930
H: 6.544 7.513 0.715
H: 6.342 6.528 -0.688
H: 8.304 8.823 -0.031
H: 8.818 7.370 -0.821
H: 8.030 9.924 -2.271
H: 8.348 8.311 -2.903
H: 5.733 9.408 -3.089
H: 6.122 7.778 -3.147
C: 4.071 -9.709 -4.026
C: 3.019 -8.614 -4.205
C: 2.951 -7.691 -2.950
N: 1.550 -6.983 -2.614
C: 1.439 -5.751 -3.623
C: 1.554 -6.424 -1.161
C: 0.462 -7.150 -0.407
C: -0.583 -7.594 -1.390
C: 0.267 -7.952 -2.656
H: 3.950 -10.230 -3.076
H: 5.126 -9.438 -4.065
H: 3.979 -10.317 -4.925
H: 1.995 -8.968 -4.321
H: 3.249 -8.095 -5.135
H: 3.695 -6.909 -2.802
H: 3.138 -8.277 -2.050
H: 1.356 -6.222 -4.603
H: 2.323 -5.114 -3.597
H: 0.603 -5.126 -3.307
H: 1.516 -5.339 -1.060
H: 2.573 -6.530 -0.786
H: 0.185 -6.454 0.385
H: 0.893 -8.022 0.085
H: -1.254 -6.754 -1.569
H: -1.232 -8.378 -0.999
H: -0.202 -7.857 -3.635
H: 0.673 -8.939 -2.437
C: -8.582 -0.156 9.812
C: -7.704 -1.387 9.707
C: -6.888 -1.303 8.365
N: -5.514 -2.060 8.409
C: -5.698 -3.415 9.176
C: -4.439 -1.124 9.108
C: -3.121 -1.599 8.622
C: -3.357 -2.429 7.337
C: -4.802 -2.284 7.027
H: -7.975 0.655 10.215
H: -9.501 -0.304 10.379
H: -9.096 0.069 8.878
H: -8.369 -2.249 9.750
H: -7.168 -1.527 10.646
H: -6.591 -0.265 8.215
H: -7.340 -1.518 7.397
H: -4.800 -4.021 9.055
H: -6.551 -3.955 8.765
H: -5.826 -3.310 10.254
H: -4.576 -0.886 10.163
H: -4.512 -0.151 8.623
H: -2.483 -1.984 9.419
H: -2.505 -0.734 8.379
H: -3.080 -3.481 7.401
H: -2.734 -2.019 6.542
H: -5.175 -3.095 6.402
H: -5.080 -1.361 6.519
P: -0.802 0.315 1.205
F: 0.229 1.627 1.190
F: -1.183 0.473 2.794
F: -2.067 1.236 0.716
F: -1.789 -0.975 1.109
F: -0.301 0.069 -0.360
F: 0.431 -0.646 1.683



# 2
Formula: C64H148N11O21P3
Source: OMol25
Level of theory: ωB97M-V/def2-TZVPD

Summary:
SMILES = CN(C)P(=O)(N(C)C)N(C)C.CN(C)P(=O)(N(C)C)N(C)C.CN(C)P(=O)(N(C)C)N(C)C.COCCOCCOC.COCCOCCOC.COCCOCCOC.COCCOCCOC.COCCOCCOC.COCCOCCOC.c1ccncc1.c1ccncc1
Charge = 0
F_max = 0.0520 Eh/bohr

Cartesian coordinates (Å):
C: 6.512 1.872 -1.186
N: 5.805 2.966 -0.507
C: 6.556 4.270 -0.626
P: 5.290 2.624 1.004
O: 6.381 2.242 1.897
N: 4.530 3.919 1.678
C: 5.213 4.833 2.585
C: 3.439 4.497 0.916
N: 4.289 1.353 0.785
C: 4.017 0.418 1.824
C: 3.433 1.227 -0.348
H: 7.526 1.679 -0.845
H: 6.522 2.085 -2.257
H: 5.934 0.956 -1.135
H: 6.179 4.983 0.118
H: 6.315 4.700 -1.596
H: 7.640 4.145 -0.544
H: 4.623 4.860 3.499
H: 6.187 4.400 2.855
H: 5.336 5.850 2.177
H: 3.122 3.703 0.235
H: 2.612 4.674 1.601
H: 3.609 5.432 0.338
H: 4.039 -0.603 1.406
H: 4.828 0.486 2.562
H: 3.092 0.599 2.391
H: 3.961 1.535 -1.250
H: 2.569 1.900 -0.253
H: 3.065 0.211 -0.426
C: -2.930 -2.332 0.551
N: -2.754 -3.715 0.262
C: -2.191 -4.519 1.304
P: -3.342 -4.260 -1.160
O: -3.690 -3.200 -2.085
N: -2.195 -5.385 -1.684
C: -2.545 -6.137 -2.902
C: -0.836 -4.975 -1.728
N: -4.668 -5.225 -0.899
C: -4.643 -6.461 -0.143
C: -5.909 -4.434 -0.662
H: -3.388 -1.792 -0.272
H: -1.916 -1.941 0.671
H: -3.512 -2.143 1.473
H: -1.946 -5.533 0.944
H: -2.852 -4.615 2.186
H: -1.251 -4.043 1.612
H: -3.630 -6.312 -2.835
H: -2.266 -5.602 -3.803
H: -2.093 -7.134 -2.943
H: -0.623 -4.080 -2.324
H: -0.540 -4.734 -0.705
H: -0.172 -5.789 -1.948
H: -3.948 -7.167 -0.623
H: -4.492 -6.334 0.928
H: -5.607 -6.941 -0.354
H: -6.723 -4.982 -1.148
H: -5.865 -3.438 -1.109
H: -6.222 -4.228 0.377
C: 3.151 -2.121 -2.413
N: 2.769 -1.508 -3.703
C: 3.057 -0.123 -3.849
P: 1.467 -2.172 -4.469
O: 0.183 -1.974 -3.763
N: 1.445 -1.502 -5.985
C: 0.186 -1.427 -6.722
C: 2.603 -1.562 -6.818
N: 1.757 -3.783 -4.596
C: 3.020 -4.371 -4.981
C: 0.627 -4.693 -4.810
H: 2.957 -3.189 -2.476
H: 2.778 -1.650 -1.510
H: 4.242 -2.079 -2.451
H: 2.546 0.549 -3.143
H: 2.784 0.236 -4.850
H: 4.152 0.060 -3.783
H: 0.137 -0.509 -7.323
H: 0.149 -2.270 -7.427
H: -0.660 -1.523 -6.050
H: 2.565 -0.736 -7.529
H: 3.521 -1.429 -6.239
H: 2.743 -2.488 -7.388
H: 3.307 -5.154 -4.259
H: 3.050 -4.843 -5.963
H: 3.821 -3.621 -5.005
H: -0.342 -4.210 -4.649
H: 0.783 -5.457 -4.061
H: 0.679 -5.124 -5.822
C: 4.535 -10.755 2.653
O: 4.966 -9.506 3.072
C: 4.358 -8.510 2.188
C: 4.954 -7.226 2.580
O: 4.462 -6.207 1.717
C: 4.790 -4.891 2.118
C: 3.991 -4.022 1.118
O: 2.720 -3.767 1.744
C: 1.903 -3.037 0.853
H: 3.439 -10.851 2.633
H: 4.934 -11.490 3.353
H: 4.995 -11.013 1.684
H: 3.288 -8.503 2.352
H: 4.488 -8.758 1.130
H: 6.050 -7.284 2.460
H: 4.743 -7.049 3.635
H: 5.902 -4.812 2.029
H: 4.501 -4.699 3.162
H: 3.856 -4.634 0.217
H: 4.501 -3.076 0.914
H: 1.782 -3.538 -0.131
H: 2.268 -2.020 0.652
H: 0.924 -2.955 1.296
C: -1.893 1.038 5.824
O: -0.969 0.180 5.283
C: -1.647 -0.665 4.369
C: -0.750 -1.654 3.702
O: -0.582 -2.710 4.690
C: 0.309 -3.691 4.208
C: 0.414 -4.904 5.166
O: 1.088 -5.949 4.443
C: 1.184 -7.044 5.370
H: -2.451 1.544 5.013
H: -1.412 1.845 6.368
H: -2.635 0.523 6.439
H: -2.154 -0.115 3.574
H: -2.377 -1.309 4.893
H: 0.259 -1.215 3.525
H: -1.189 -2.082 2.813
H: 1.287 -3.219 4.019
H: 0.031 -4.147 3.250
H: -0.593 -5.287 5.388
H: 0.961 -4.674 6.093
H: 1.377 -7.893 4.714
H: 0.267 -7.212 5.958
H: 2.037 -6.976 6.068
C: -1.184 4.806 6.186
O: -2.262 4.284 5.484
C: -2.543 4.988 4.262
C: -3.626 4.311 3.495
O: -3.106 3.123 2.856
C: -4.098 2.234 2.435
C: -4.930 2.736 1.275
O: -5.930 3.621 1.759
C: -6.609 4.336 0.720
H: -0.252 4.777 5.623
H: -1.046 4.174 7.073
H: -1.376 5.836 6.509
H: -1.650 4.939 3.600
H: -2.852 6.034 4.407
H: -4.113 4.999 2.774
H: -4.393 4.015 4.232
H: -4.777 1.946 3.235
H: -3.600 1.329 2.067
H: -5.424 1.938 0.690
H: -4.346 3.260 0.477
H: -7.262 5.015 1.277
H: -7.187 3.603 0.135
H: -5.898 4.828 0.066
C: -5.853 0.407 -9.156
O: -5.196 1.348 -8.335
C: -4.082 0.944 -7.624
C: -4.477 0.254 -6.388
O: -3.223 -0.278 -5.941
C: -3.381 -0.949 -4.715
C: -3.402 -0.054 -3.434
O: -4.591 0.663 -3.363
C: -4.760 1.403 -2.113
H: -6.650 0.917 -9.698
H: -6.358 -0.289 -8.477
H: -5.223 -0.186 -9.822
H: -3.502 1.858 -7.408
H: -3.392 0.303 -8.201
H: -5.170 -0.581 -6.568
H: -4.925 0.901 -5.609
H: -2.549 -1.645 -4.566
H: -4.290 -1.585 -4.740
H: -2.524 0.625 -3.532
H: -3.218 -0.627 -2.493
H: -4.190 2.298 -2.330
H: -4.469 0.835 -1.210
H: -5.810 1.690 -2.190
C: 0.947 2.739 3.755
O: 1.640 3.741 4.481
C: 2.769 3.241 5.157
C: 2.347 2.583 6.514
O: 1.995 3.657 7.342
C: 1.519 3.333 8.625
C: 2.623 3.286 9.684
O: 3.520 2.244 9.403
C: 4.161 1.823 10.612
H: 1.667 2.254 3.046
H: 0.192 3.246 3.168
H: 0.438 1.967 4.370
H: 3.447 4.077 5.348
H: 3.236 2.526 4.461
H: 3.243 2.059 6.824
H: 1.533 1.901 6.257
H: 0.980 2.393 8.651
H: 0.810 4.072 8.979
H: 2.166 3.214 10.681
H: 3.136 4.270 9.712
H: 4.558 2.594 11.264
H: 4.955 1.127 10.307
H: 3.393 1.244 11.156
C: 0.408 5.248 -1.728
O: -0.187 5.325 -0.399
C: -1.271 6.158 -0.221
C: -2.654 5.590 -0.730
O: -2.725 5.450 -2.116
C: -3.075 6.598 -2.863
C: -2.933 6.408 -4.383
O: -3.935 5.633 -4.956
C: -3.974 4.214 -4.494
H: -0.370 5.099 -2.486
H: 1.024 4.353 -1.842
H: 0.912 6.184 -1.942
H: -1.181 7.183 -0.597
H: -1.487 6.219 0.862
H: -3.425 6.251 -0.318
H: -2.736 4.578 -0.285
H: -2.396 7.434 -2.565
H: -4.115 6.902 -2.625
H: -1.929 6.017 -4.615
H: -2.955 7.373 -4.859
H: -4.056 4.156 -3.409
H: -3.013 3.801 -4.844
H: -4.806 3.737 -5.006
C: -0.987 3.462 -6.473
C: 0.009 4.371 -6.102
C: 1.052 3.908 -5.297
N: 1.137 2.647 -4.904
C: 0.187 1.808 -5.236
C: -0.937 2.180 -5.993
H: -1.770 3.768 -7.137
H: 0.020 5.427 -6.329
H: 1.836 4.546 -4.904
H: 0.223 0.763 -4.872
H: -1.653 1.386 -6.201
C: -0.884 1.955 -0.975
C: -1.041 2.024 0.422
C: -0.587 0.919 1.179
N: -0.095 -0.166 0.651
C: 0.016 -0.215 -0.682
C: -0.394 0.798 -1.552
H: -1.161 2.772 -1.637
H: -1.359 2.928 0.919
H: -0.543 0.919 2.269
H: 0.321 -1.201 -1.061
H: -0.350 0.643 -2.623



The calculation returns the following HOMO level values, one per record and in order: -20.8310, -8.4142 eV.